No. 1
114
Properties=species:S:1:pos:R:3 method="wB97M-V/def2-TZVPD" homo_energy_ev="-10.121 / -10.270" charge=+1 energy_ev=-158492.423 orbital_gap_ev="8.23 / 8.37" spin_multiplicity=6 relative_energy_ev=0.000 lumo_energy_ev="-1.90 / -1.90" s2=8.75
Mn 0.038 0.495 -0.467
C 1.025 0.090 7.145
N 0.456 0.172 5.809
C -0.509 1.239 5.612
C 0.603 -0.864 4.899
N 0.712 -0.764 3.625
C 0.993 0.509 2.997
C 2.146 0.393 1.998
N 1.877 -0.191 0.656
C 3.020 0.178 -0.187
C 2.677 0.017 -1.696
N 1.614 0.918 -2.049
C 1.548 1.287 -3.273
N 2.113 0.539 -4.305
C 2.977 1.132 -5.310
C 2.071 -0.896 -4.340
N 1.005 2.500 -3.580
C 1.048 3.636 -2.656
C 0.214 2.650 -4.759
C 1.617 -1.635 0.876
C 1.388 -2.450 -0.389
N 0.347 -1.864 -1.292
C -0.291 -2.725 -1.998
N 0.074 -4.056 -2.076
C -0.936 -5.102 -2.185
C 1.424 -4.436 -2.405
N -1.436 -2.448 -2.731
C -1.303 -2.744 -4.154
C -2.127 -1.164 -2.566
N 0.784 -2.118 5.482
C 1.037 -3.213 4.542
C -0.066 -2.524 6.589
H 1.651 0.964 7.374
H 1.686 -0.747 7.242
H 0.233 0.007 7.885
H -1.383 1.078 6.255
H -0.779 1.267 4.559
H -0.014 2.135 5.864
H 1.364 1.303 3.678
H 0.080 0.989 2.532
H 2.980 -0.168 2.465
H 2.540 1.377 1.801
H 3.927 -0.381 0.017
H 3.153 1.235 -0.050
H 2.430 -1.001 -1.929
H 3.617 0.249 -2.243
H 2.835 2.194 -5.295
H 2.728 0.746 -6.319
H 4.036 0.929 -5.178
H 1.325 -1.288 -3.639
H 3.105 -1.371 -4.154
H 1.735 -1.200 -5.308
H 1.917 3.485 -2.026
H 1.176 4.539 -3.333
H 0.170 3.684 -2.035
H 0.323 1.691 -5.313
H 0.511 3.462 -5.389
H -0.879 2.805 -4.533
H 0.741 -1.697 1.489
H 2.459 -2.049 1.428
H 1.074 -3.433 -0.063
H 2.348 -2.585 -0.908
H -1.780 -4.867 -1.603
H -0.451 -5.942 -1.760
H -1.231 -5.373 -3.223
H 2.069 -3.592 -2.689
H 1.425 -5.123 -3.309
H 1.918 -4.970 -1.605
H -2.192 -3.266 -4.539
H -0.399 -3.347 -4.322
H -1.199 -1.806 -4.720
H -2.439 -1.079 -1.552
H -2.976 -1.212 -3.265
H -1.477 -0.311 -2.824
H 0.189 -3.366 3.821
H 1.882 -3.049 3.911
H 1.264 -4.138 5.106
H -0.710 -1.681 6.838
H -0.724 -3.351 6.312
H 0.558 -2.845 7.433
N -0.488 4.124 1.548
C 0.686 3.802 0.930
O 0.830 2.686 0.428
C 1.795 4.811 0.870
I 2.591 5.330 2.788
H -1.031 3.291 1.798
H -0.474 4.833 2.260
H 1.515 5.758 0.435
H 2.618 4.355 0.379
C -3.585 2.119 -3.483
As -2.978 2.384 -1.622
C -3.198 4.255 -1.230
C -4.251 1.463 -0.525
O -1.405 1.868 -1.460
H -2.988 1.311 -3.887
H -3.431 3.039 -4.032
H -4.614 1.807 -3.493
H -4.177 4.609 -1.548
H -2.416 4.812 -1.750
H -3.057 4.361 -0.157
H -5.249 1.589 -0.950
H -4.192 1.737 0.510
H -3.959 0.402 -0.569
O -2.064 1.633 1.612
C -2.095 0.410 1.619
C -2.861 -0.432 2.661
C -2.313 -1.849 2.453
C -1.803 -1.752 1.034
O -1.685 -2.677 0.261
N -1.488 -0.428 0.713
H -3.918 -0.389 2.394
H -2.763 -0.019 3.678
H -3.030 -2.659 2.518
H -1.476 -2.046 3.119

***

No. 2
164
Properties=species:S:1:pos:R:3 method="wB97M-V/def2-TZVPD" homo_energy_ev=-7.767 energy_ev=-98528.235 orbital_gap_ev=8.26 lumo_energy_ev=0.49
C 18.694 13.848 15.968
C 18.497 12.483 15.944
C 17.541 11.932 15.070
C 16.822 12.715 14.188
C 17.195 14.024 14.104
C 18.027 14.673 15.017
H 19.332 14.325 16.701
H 19.028 11.735 16.523
H 17.534 10.851 14.998
H 16.052 12.218 13.636
H 16.769 14.599 13.296
H 18.337 15.673 14.879
C 26.243 15.880 14.545
C 25.302 16.778 13.991
C 25.199 16.895 12.605
C 26.225 16.336 11.758
C 27.302 15.643 12.332
C 27.272 15.354 13.721
H 26.265 15.746 15.646
H 24.622 17.251 14.649
H 24.505 17.547 12.135
H 26.216 16.515 10.711
H 28.095 15.194 11.648
H 27.990 14.659 14.143
C 23.192 16.903 17.537
C 24.463 17.228 17.934
C 24.908 18.528 17.672
C 24.151 19.442 16.943
C 22.896 19.061 16.509
C 22.385 17.786 16.829
H 22.713 15.967 17.930
H 24.977 16.612 18.640
H 25.927 18.765 17.978
H 24.480 20.456 16.778
H 22.221 19.824 16.080
H 21.371 17.583 16.697
C 16.450 17.905 16.650
C 17.402 18.489 17.487
C 18.536 19.120 16.950
C 18.697 19.166 15.553
C 17.744 18.595 14.676
C 16.646 17.970 15.277
H 15.537 17.503 17.053
H 17.233 18.575 18.568
H 19.205 19.651 17.633
H 19.529 19.748 15.214
H 17.828 18.552 13.621
H 15.933 17.511 14.660
C 23.222 8.945 15.336
C 22.902 8.806 14.011
C 21.548 8.889 13.573
C 20.568 9.173 14.473
C 20.904 9.360 15.836
C 22.244 9.197 16.244
H 24.213 8.798 15.729
H 23.591 8.422 13.291
H 21.265 8.825 12.491
H 19.528 9.204 14.179
H 20.130 9.338 16.588
H 22.360 9.270 17.308
C 20.918 20.547 12.844
C 22.147 20.242 12.224
C 22.105 19.614 10.989
C 20.926 19.336 10.315
C 19.702 19.695 10.905
C 19.760 20.229 12.169
H 20.820 21.019 13.814
H 23.044 20.632 12.647
H 23.042 19.355 10.534
H 21.033 18.964 9.240
H 18.754 19.548 10.364
H 18.825 20.497 12.672
C 15.371 17.789 8.300
C 16.473 17.462 9.018
C 16.493 17.617 10.349
C 15.435 18.222 11.034
C 14.291 18.587 10.303
C 14.271 18.366 8.927
H 15.385 17.633 7.248
H 17.306 16.931 8.538
H 17.350 17.229 10.898
H 15.555 18.358 12.101
H 13.481 19.087 10.839
H 13.393 18.683 8.351
C 14.905 13.261 10.941
C 15.959 13.586 10.096
C 15.807 13.352 8.754
C 14.602 12.906 8.248
C 13.549 12.607 9.080
C 13.691 12.834 10.413
H 15.124 13.232 11.998
H 16.893 14.038 10.518
H 16.561 13.630 8.062
H 14.437 12.929 7.159
H 12.674 12.182 8.647
H 12.918 12.487 11.052
C 24.893 9.564 10.548
C 25.355 10.705 11.117
C 24.446 11.756 11.442
C 23.143 11.714 10.888
C 22.730 10.573 10.281
C 23.602 9.494 10.143
H 25.446 8.652 10.425
H 26.389 10.760 11.425
H 24.904 12.747 11.788
H 22.420 12.558 10.885
H 21.738 10.485 9.821
H 23.194 8.611 9.621
C 27.055 9.370 14.013
C 26.513 10.334 14.808
C 27.290 11.162 15.556
C 28.673 10.882 15.628
C 29.199 9.851 14.880
C 28.394 9.095 14.011
O 29.094 8.073 13.407
O 26.732 12.224 16.246
H 26.348 8.800 13.386
H 25.481 10.441 14.592
H 29.250 11.477 16.334
H 30.235 9.572 14.952
H 28.413 7.486 13.040
H 25.758 12.302 16.118
C 20.763 12.898 12.737
C 20.043 13.984 12.199
C 20.325 15.265 12.632
C 21.392 15.448 13.535
C 22.147 14.353 13.990
C 21.793 13.100 13.607
O 22.534 12.051 14.122
O 19.523 16.222 12.105
H 20.460 11.890 12.443
H 19.179 13.686 11.510
H 21.740 16.384 13.943
H 22.943 14.541 14.692
H 22.061 11.251 13.889
H 19.994 17.098 12.206
C 21.819 13.599 19.075
C 22.207 13.227 17.823
C 23.510 12.817 17.576
C 24.489 12.901 18.614
C 24.115 13.349 19.841
C 22.755 13.650 20.124
O 22.323 13.941 21.392
O 23.915 12.451 16.313
H 20.788 13.853 19.311
H 21.467 13.087 17.000
H 25.509 12.586 18.438
H 24.893 13.461 20.596
H 23.089 13.853 21.914
H 23.166 12.219 15.744
C 13.973 9.218 10.965
C 12.711 8.636 11.120
C 12.296 8.246 12.369
C 13.042 8.570 13.479
C 14.261 9.207 13.335
C 14.711 9.535 12.071
O 15.928 10.213 12.007
O 11.191 7.471 12.492
H 14.450 9.346 10.025
H 12.107 8.424 10.251
H 12.661 8.339 14.453
H 14.812 9.607 14.245
H 15.904 10.873 11.268
H 10.910 7.087 11.696

***

No. 3
55
Properties=species:S:1:pos:R:3 method="wB97M-V/def2-TZVPD" homo_energy_ev="-1.777 / -2.155" charge=-2 energy_ev=-130865.225 orbital_gap_ev="5.62 / 6.00" spin_multiplicity=2 relative_energy_ev=2.248 lumo_energy_ev="3.84 / 3.84" s2=0.77
W 1.874 0.120 0.756
S 2.430 -1.072 -1.347
C 1.403 -0.468 -2.610
C 1.363 -1.223 -3.827
N 1.277 -1.851 -4.790
C 0.617 0.618 -2.437
S 0.572 1.448 -0.918
C -0.241 1.094 -3.482
N -0.955 1.482 -4.300
S 6.635 -0.700 -0.519
Sb 5.356 -0.315 1.326
S 3.692 1.478 0.801
S 3.315 -1.706 1.280
N 0.048 -1.243 0.422
C -0.625 -2.048 -0.039
N -1.348 -2.956 -0.676
C -2.287 -3.785 0.079
C -3.362 -4.248 -0.885
O -2.798 -4.921 -2.000
C -1.929 -4.063 -2.729
C -0.777 -3.588 -1.867
H -2.719 -3.177 0.873
H -1.772 -4.648 0.515
H -3.942 -3.379 -1.224
H -4.035 -4.955 -0.401
H -2.490 -3.197 -3.103
H -1.557 -4.636 -3.576
H -0.169 -2.858 -2.400
H -0.137 -4.430 -1.583
O 1.568 -1.971 4.558
Cl 1.364 -0.626 4.105
O 0.970 -0.695 2.663
O 0.281 -0.028 4.823
O 2.560 0.152 4.212
S 0.610 1.954 1.954
C 1.383 3.526 1.737
C 2.392 3.926 2.617
C 2.953 5.187 2.514
C 2.522 6.069 1.527
C 1.522 5.678 0.651
C 0.950 4.414 0.759
H 2.725 3.225 3.373
H 3.739 5.481 3.199
H 2.970 7.052 1.438
H 1.182 6.356 -0.123
H 0.165 4.106 0.078
C -2.991 1.047 1.129
S -3.587 -0.395 0.224
C -3.112 0.127 -1.433
H -1.950 1.243 0.874
H -3.039 0.816 2.191
H -3.605 1.923 0.917
H -3.771 0.903 -1.821
H -3.155 -0.739 -2.095
H -2.088 0.499 -1.408

***

No. 4
11
Properties=species:S:1:pos:R:3 method="wB97M-V/def2-TZVPD" smiles=OC[C@H]1CO1 homo_energy_ev=-10.191 energy_ev=-7298.802 orbital_gap_ev=11.13 relative_energy_ev=4.876 lumo_energy_ev=0.94
O -0.804 0.651 1.746
C -0.872 0.405 0.385
C 0.232 -0.454 0.016
C 0.437 -0.857 -1.406
O 1.265 0.168 -0.845
H -1.266 1.341 1.825
H -1.789 -0.023 0.137
H -0.843 1.276 -0.160
H 0.718 -0.931 0.733
H -0.128 -0.753 -2.081
H 0.838 -2.027 -1.633

***

No. 5
102
Properties=species:S:1:pos:R:3 method="wB97M-V/def2-TZVPD" homo_energy_ev=-4.433 charge=-1 energy_ev=-215693.587 orbital_gap_ev=4.92 lumo_energy_ev=0.49
K 0.582 -0.958 0.659
C 5.187 -1.663 2.699
C 5.269 -1.995 1.228
C 6.436 -1.697 0.521
C 6.510 -1.862 -0.854
C 5.447 -2.491 -1.533
C 4.289 -2.873 -0.843
C 3.275 -3.793 -1.527
C 4.125 -2.518 0.538
N 2.855 -2.586 1.119
C 2.619 -3.756 1.787
O 3.265 -4.830 1.755
C 1.469 -3.725 2.737
C 1.403 -4.738 3.704
C 0.382 -4.740 4.616
C -0.622 -3.793 4.484
C -0.497 -2.785 3.496
N 0.518 -2.768 2.673
C -1.594 -1.770 3.510
O -2.277 -1.716 4.567
N -1.804 -1.083 2.374
C -3.057 -0.483 2.227
C -3.339 0.775 2.841
C -2.521 1.283 4.004
C -4.396 1.514 2.339
C -5.208 1.051 1.329
C -5.041 -0.258 0.889
C -3.999 -1.060 1.340
C -3.827 -2.469 0.854
H 6.193 -1.712 3.118
H 4.533 -2.390 3.224
H 4.736 -0.683 2.876
H 7.288 -1.298 1.063
H 7.370 -1.520 -1.422
H 5.517 -2.634 -2.608
H 3.498 -3.919 -2.579
H 2.241 -3.428 -1.418
H 3.283 -4.778 -1.015
H 2.173 -5.503 3.687
H 0.321 -5.475 5.397
H -1.502 -3.765 5.144
H -2.179 0.424 4.582
H -3.129 1.882 4.640
H -1.629 1.857 3.684
H -4.544 2.506 2.744
H -5.943 1.712 0.843
H -5.682 -0.717 0.133
H -4.818 -2.888 0.651
H -3.323 -3.091 1.613
H -3.221 -2.501 -0.038
Se 5.199 2.676 1.889
N 5.644 2.958 0.142
C 4.756 2.341 -0.616
C 4.772 2.373 -2.024
C 3.564 2.121 -2.648
C 2.564 1.553 -1.859
N 2.685 1.120 -0.614
C 3.675 1.654 0.126
N 3.755 1.632 1.480
H 5.649 2.766 -2.503
H 3.292 2.262 -3.670
H 1.599 1.436 -2.327
C -1.944 -3.945 -4.646
As -1.292 -2.162 -4.078
C 0.413 -1.715 -5.001
C -2.698 -0.946 -4.634
S -0.831 -2.059 -1.981
H -1.402 -4.254 -5.513
H -3.038 -3.921 -4.838
H -1.754 -4.597 -3.765
H 0.411 -2.116 -6.040
H 1.267 -2.141 -4.503
H 0.540 -0.620 -5.017
H -2.600 -0.778 -5.743
H -2.618 0.007 -4.132
H -3.656 -1.398 -4.409
C -2.455 5.472 0.770
N -1.363 4.520 0.370
N -1.603 3.333 -0.350
C -0.644 2.374 0.085
O -0.516 1.230 -0.314
C 0.145 3.033 1.120
C -0.292 4.315 1.238
C 0.190 5.380 2.133
C -2.574 3.261 -1.382
C -3.020 2.000 -1.868
C -4.125 1.937 -2.725
C -4.705 3.126 -3.216
C -4.269 4.366 -2.759
C -3.133 4.437 -1.955
H -3.409 5.293 0.259
H -2.072 6.455 0.514
H -2.643 5.470 1.836
H 0.949 2.602 1.715
H 0.968 4.988 2.783
H -0.622 5.800 2.713
H 0.634 6.173 1.549
H -2.495 1.114 -1.539
H -4.534 1.013 -3.078
H -5.495 3.083 -3.953
H -4.805 5.261 -3.089
H -2.700 5.423 -1.784